1:
C5H12N2O in the gas phase, computed with the ωB97M-V functional and the def2-TZVPD basis.

SMILES   C[C@@H]1CCN[C@H](N)O1
Kohn-Sham gap   9.82 eV

Each line ends with the Löwdin charge.
Cartesian coordinates (Å):
C1 1.220 -1.118 0.398  -0.348
C2 -1.070 0.030 0.608  -0.408
C3 1.305 1.315 0.049  -0.198
C4 -0.149 1.165 -0.377  -0.111
C5 -2.341 -0.309 -0.160  -0.066
N1 1.876 0.079 0.653  -0.005
N2 1.196 -1.455 -0.961  0.102
O1 -0.356 -1.075 0.956  -0.138
H1 2.075 0.184 1.638  0.119
H2 1.603 -1.941 1.006  0.147
H3 -1.293 0.637 1.500  0.125
H4 0.789 -0.692 -1.507  0.071
H5 0.681 -2.313 -1.111  0.094
H6 1.416 2.108 0.792  0.112
H7 1.940 1.568 -0.808  0.107
H8 -0.240 0.926 -1.437  0.081
H9 -0.694 2.092 -0.211  0.093
H10 -2.976 -0.938 0.466  0.076
H11 -2.101 -0.860 -1.066  0.072
H12 -2.881 0.596 -0.428  0.074

---

2:
C5H12N2O in the gas phase, computed with the ωB97M-V functional and the def2-TZVPD basis.

SMILES   CC(=O)N[C@H](C)CN
Kohn-Sham gap   9.79 eV

Each line ends with the Löwdin charge.
Cartesian coordinates (Å):
C1 -1.206 -2.042 -1.464  0.002
C2 -0.526 -0.659 -1.376  -0.567
N1 0.583 -0.488 -0.624  0.094
C3 2.201 0.821 0.719  -0.065
C4 0.822 0.787 0.097  -0.333
C5 -0.173 0.926 1.274  -0.261
N2 -1.596 0.829 1.081  0.001
O1 -1.158 0.246 -1.886  0.033
H1 -1.649 -1.987 -2.463  0.081
H2 -0.750 -3.002 -1.255  0.069
H3 -2.119 -1.854 -0.888  0.079
H4 1.033 -1.281 -0.201  0.133
H5 2.844 0.029 0.333  0.076
H6 2.781 1.719 0.460  0.082
H7 2.187 0.838 1.807  0.073
H8 0.692 1.602 -0.614  0.141
H9 0.015 1.841 1.855  0.121
H10 -0.044 0.118 2.025  0.122
H11 -2.087 1.550 0.568  0.075
H12 -1.851 0.006 0.553  0.042

---

Energetically preferred structure: 2 | next structure: +95.5 kJ/mol

---

1:
6 unconnected molecules or ions with the total composition C18H52N4O6, computed with the ωB97M-V functional and the def2-TZVPD basis.

SMILES   COC[C@H](C)N.COC[C@H](C)N.COC[C@H](C)N.COC[C@H](C)N.CO.CO
Kohn-Sham gap   9.40 eV

Each line ends with the Löwdin charge.
Cartesian coordinates (Å):
C1 -2.765 1.241 -0.585  -0.052
C2 -1.818 2.251 -1.346  -0.443
C3 -2.459 3.327 -2.261  -0.198
O1 -2.801 2.649 -3.454  -0.183
C4 -3.663 3.462 -4.311  -0.090
N1 -1.070 2.860 -0.314  0.015
H1 -2.305 0.592 0.159  0.065
H2 -3.312 0.570 -1.247  0.064
H3 -3.475 1.912 -0.101  0.069
H4 -1.186 1.642 -1.992  0.126
H5 -1.666 4.037 -2.492  0.119
H6 -3.317 3.823 -1.808  0.127
H7 -4.631 3.679 -3.861  0.077
H8 -3.951 2.951 -5.230  0.081
H9 -3.297 4.444 -4.611  0.080
H10 -0.330 2.296 0.080  0.079
H11 -0.581 3.652 -0.706  0.063
C5 0.170 1.586 7.078  -0.089
C6 0.990 0.759 6.096  -0.393
C7 0.463 -0.664 5.687  -0.200
O2 0.284 -1.524 6.788  -0.184
C8 0.105 -2.884 6.372  -0.101
N2 1.088 1.662 4.933  0.006
H12 0.621 2.511 7.436  0.077
H13 0.036 1.025 8.004  0.070
H14 -0.817 1.725 6.637  0.083
H15 1.992 0.710 6.523  0.131
H16 1.132 -1.101 4.946  0.114
H17 -0.503 -0.629 5.184  0.122
H18 -0.849 -3.119 5.900  0.078
H19 0.109 -3.479 7.285  0.091
H20 0.782 -3.159 5.563  0.077
H21 0.281 1.720 4.328  0.063
H22 1.112 2.596 5.319  0.053
C9 2.194 -9.291 1.347  -0.071
C10 2.975 -8.441 2.283  -0.448
C11 2.848 -6.904 2.014  -0.139
O3 1.391 -6.692 1.969  -0.251
C12 1.027 -5.400 1.410  -0.082
N3 2.595 -8.656 3.663  0.025
H23 1.154 -8.964 1.322  0.077
H24 2.208 -10.378 1.429  0.084
H25 2.663 -9.012 0.404  0.081
H26 4.011 -8.775 2.223  0.129
H27 3.168 -6.651 1.003  0.114
H28 3.123 -6.258 2.848  0.120
H29 0.240 -5.369 0.656  0.085
H30 1.902 -4.954 0.937  0.070
H31 0.860 -4.825 2.321  0.079
H32 1.600 -8.703 3.830  0.070
H33 2.754 -7.816 4.201  0.056
C13 3.633 0.562 -3.226  -0.056
C14 4.191 1.891 -3.871  -0.430
C15 3.206 3.126 -3.867  -0.218
O4 3.871 4.155 -4.571  -0.200
C16 3.024 5.329 -4.738  -0.076
N4 5.332 2.244 -3.097  0.025
H34 3.172 0.716 -2.251  0.070
H35 4.226 -0.352 -3.203  0.068
H36 2.770 0.303 -3.840  0.060
H37 4.391 1.794 -4.938  0.127
H38 2.950 3.382 -2.838  0.121
H39 2.270 2.835 -4.344  0.117
H40 3.630 6.024 -5.320  0.087
H41 2.774 5.707 -3.747  0.083
H42 2.079 5.143 -5.249  0.081
H43 5.720 3.044 -3.576  0.068
H44 5.975 1.476 -3.226  0.073
C17 -7.818 -3.146 -0.302  -0.163
O5 -7.433 -3.687 -1.540  -0.143
H45 -7.258 -3.811 0.355  0.076
H46 -7.408 -2.144 -0.424  0.079
H47 -8.869 -3.139 -0.011  0.079
H48 -6.620 -3.264 -1.826  0.072
C18 -3.529 9.393 -5.833  -0.148
O6 -2.440 8.930 -5.026  -0.147
H49 -3.512 8.765 -6.723  0.068
H50 -4.386 9.005 -5.283  0.080
H51 -3.457 10.456 -6.061  0.079
H52 -1.565 9.228 -5.284  0.067

---

2:
6 unconnected molecules or ions with the total composition C18H52N4O6, computed with the ωB97M-V functional and the def2-TZVPD basis.

SMILES   COC[C@H](C)N.COC[C@H](C)N.COC[C@H](C)N.COC[C@H](C)N.CO.CO
Kohn-Sham gap   9.32 eV

Each line ends with the Löwdin charge.
Cartesian coordinates (Å):
C1 0.800 -0.410 -0.238  -0.124
O1 1.452 -1.668 -0.138  -0.148
H1 0.196 -0.365 0.665  0.077
H2 1.570 0.366 -0.181  0.058
H3 0.212 -0.239 -1.142  0.078
H4 1.956 -1.926 -0.915  0.089
C2 4.434 -1.725 1.140  -0.161
O2 3.682 -2.585 1.985  -0.117
H5 4.709 -2.206 0.202  0.081
H6 3.825 -0.835 0.947  0.049
H7 5.301 -1.323 1.662  0.079
H8 3.095 -3.103 1.429  0.047
C3 4.785 6.383 -0.657  -0.084
C4 4.648 5.146 -1.554  -0.433
C5 3.910 4.098 -0.737  -0.210
O3 4.751 3.345 0.137  -0.186
C6 4.038 2.343 0.846  -0.098
N1 3.997 5.556 -2.787  0.048
H9 5.291 7.220 -1.145  0.079
H10 5.266 6.289 0.316  0.084
H11 3.776 6.755 -0.419  0.078
H12 5.725 4.965 -1.650  0.139
H13 3.288 3.354 -1.260  0.115
H14 3.169 4.584 -0.084  0.107
H15 4.580 1.959 1.702  0.091
H16 3.821 1.592 0.079  0.074
H17 3.057 2.698 1.186  0.072
H18 3.307 6.238 -2.491  0.068
H19 3.600 4.786 -3.303  0.068
C7 -4.873 -4.223 2.581  -0.075
C8 -5.002 -3.090 1.553  -0.430
C9 -3.718 -2.346 1.259  -0.203
O4 -4.016 -0.967 1.147  -0.169
C10 -2.860 -0.179 1.021  -0.120
N2 -5.630 -3.706 0.387  0.040
H20 -5.827 -4.736 2.721  0.072
H21 -4.471 -4.013 3.574  0.076
H22 -4.238 -5.017 2.171  0.074
H23 -5.636 -2.360 2.075  0.136
H24 -3.089 -2.749 0.457  0.109
H25 -3.098 -2.449 2.165  0.118
H26 -3.150 0.845 1.241  0.091
H27 -2.347 -0.274 0.060  0.069
H28 -2.078 -0.429 1.753  0.082
H29 -6.610 -3.890 0.563  0.073
H30 -5.585 -3.071 -0.405  0.075
C11 -1.662 -3.996 -3.057  -0.078
C12 -1.264 -4.818 -1.794  -0.372
C13 -0.601 -3.913 -0.755  -0.210
O5 -0.646 -4.633 0.482  -0.191
C14 -0.114 -3.861 1.541  -0.097
N3 -2.630 -5.231 -1.321  0.028
H31 -0.712 -3.778 -3.572  0.071
H32 -2.129 -3.016 -2.966  0.070
H33 -2.242 -4.597 -3.753  0.072
H34 -0.731 -5.743 -1.997  0.137
H35 -1.104 -2.945 -0.728  0.112
H36 0.462 -3.857 -0.999  0.116
H37 -0.722 -3.013 1.880  0.077
H38 0.855 -3.488 1.206  0.055
H39 -0.003 -4.496 2.419  0.093
H40 -3.189 -4.389 -1.227  0.039
H41 -2.546 -5.586 -0.368  0.060
C15 -0.118 2.953 1.803  -0.048
C16 0.085 3.720 0.496  -0.432
C17 -0.187 2.957 -0.788  -0.208
O6 -1.452 2.343 -0.848  -0.196
C18 -1.859 1.853 -2.091  -0.123
N4 -0.605 5.012 0.616  0.047
H42 -1.175 2.857 2.036  0.078
H43 0.393 3.499 2.601  0.082
H44 0.487 2.045 1.748  0.068
H45 1.154 3.939 0.404  0.095
H46 0.584 2.219 -1.022  0.103
H47 -0.178 3.774 -1.526  0.127
H48 -2.627 1.090 -2.067  0.084
H49 -1.015 1.475 -2.697  0.084
H50 -2.104 2.726 -2.720  0.091
H51 -1.304 4.919 1.343  0.060
H52 -1.115 5.342 -0.195  0.069

---

Energetically preferred structure: 2 | next structure: +162.3 kJ/mol

---

1:
2 unconnected molecules or ions with the total composition CH4NO2Si, computed with the ωB97M-V functional and the def2-TZVPD basis.

Kohn-Sham gap   5.12 eV
Charge   -1

Each line ends with the Löwdin charge.
Cartesian coordinates (Å):
C1 4.513 0.077 -0.033  -0.509
N1 -0.191 0.331 -1.031  -0.337
O1 4.494 1.212 0.261  0.121
O2 4.839 -1.006 -0.344  0.123
Si1 0.662 -0.445 0.326  0.187
H1 -1.207 0.264 -0.992  -0.045
H2 0.034 1.317 -1.095  -0.058
H3 -0.014 -1.781 0.319  -0.229
H4 0.079 0.150 1.587  -0.252

---

2:
A molecular structure, CH4NO2Si, computed with the ωB97M-V functional and the def2-TZVPD basis.

Kohn-Sham gap   7.77 eV
Charge   -1

Each line ends with the Löwdin charge.
Cartesian coordinates (Å):
C1 2.656 -0.736 0.725  -0.949
N1 -0.820 1.326 -0.442  -0.198
O1 2.620 -1.830 1.244  -0.106
O2 3.485 0.116 0.525  -0.043
Si1 0.704 -0.635 0.613  0.806
H1 -1.094 0.530 -0.995  -0.187
H2 -0.138 1.827 -1.045  -0.114
H3 0.134 -1.975 0.487  -0.109
H4 0.396 -0.211 2.013  -0.100

---

Energetically preferred structure: 1 | next structure: +134.9 kJ/mol

---

1:
2 unconnected molecules or ions with the total composition C12H21NSi, computed with the ωB97M-V functional and the def2-TZVPD basis.

SMILES   CN(C)[SiH2]c1ccccc1.C=C(C)C
Kohn-Sham gap   9.41 eV

Each line ends with the Löwdin charge.
Cartesian coordinates (Å):
C1 -3.662 -1.116 -2.731  -0.085
C2 -2.595 -1.931 -2.477  -0.119
C3 -4.099 -0.174 -1.819  -0.076
C4 -1.810 -1.749 -1.424  -0.145
C5 -3.239 0.091 -0.761  -0.101
C6 -2.077 -0.723 -0.566  -0.306
C7 3.762 1.142 0.318  -0.068
C8 2.211 2.185 -1.257  0.011
C9 3.956 3.604 -0.490  -0.094
C10 -1.171 -2.890 1.811  -0.131
C11 0.176 -1.137 3.087  -0.131
C12 3.217 2.304 -0.438  -0.463
N1 -0.628 -1.506 1.890  -0.340
Si1 -0.988 -0.186 0.883  0.623
H1 -4.135 -1.282 -3.636  0.082
H2 -2.259 -2.625 -3.213  0.103
H3 -5.062 0.168 -1.944  0.078
H4 -0.963 -2.447 -1.168  0.124
H5 -3.540 0.913 -0.042  0.102
H6 2.851 0.551 0.541  0.070
H7 4.503 0.558 -0.320  0.107
H8 4.302 1.480 1.193  0.066
H9 1.985 3.020 -1.890  0.059
H10 -1.841 0.837 1.552  -0.016
H11 1.684 1.301 -1.487  0.043
H12 3.930 3.905 0.573  0.076
H13 5.072 3.592 -0.910  0.127
H14 3.472 4.438 -0.945  0.051
H15 -1.332 -3.363 2.792  0.080
H16 -2.180 -2.974 1.484  0.045
H17 -0.686 -3.586 1.021  0.096
H18 0.563 -1.977 3.548  0.050
H19 0.898 -0.318 2.788  0.075
H20 -0.400 -0.519 3.776  0.065
H21 0.086 0.414 0.260  -0.058

---

2:
2 unconnected molecules or ions with the total composition C12H21NSi, computed with the ωB97M-V functional and the def2-TZVPD basis.

SMILES   C/C=C1\C=CC=CC1.C=N[Si](C)(C)C
Kohn-Sham gap   8.18 eV

Each line ends with the Löwdin charge.
Cartesian coordinates (Å):
C1 0.180 0.908 -4.031  -0.093
C2 -0.388 1.375 -2.758  -0.089
C3 1.410 0.357 -4.115  -0.103
C4 0.415 1.335 -1.686  -0.042
C5 2.376 0.325 -3.034  -0.162
C6 1.864 0.950 -1.800  -0.202
C7 2.121 1.704 0.543  -0.114
C8 0.665 -1.581 0.692  -0.120
C9 -1.544 -1.716 4.121  -0.162
C10 -2.759 -1.986 1.190  -0.186
C11 -2.145 0.866 2.061  -0.178
C12 2.587 1.056 -0.662  -0.121
N1 0.072 -1.075 1.691  -0.084
Si1 -1.559 -0.991 2.327  0.508
H1 -0.649 0.963 -4.744  0.097
H2 -1.477 1.596 -2.726  0.111
H3 1.772 0.023 -5.087  0.106
H4 -0.094 1.652 -0.845  0.068
H5 2.555 -0.704 -2.982  0.107
H6 2.909 2.212 1.194  0.116
H7 1.355 2.357 0.437  0.034
H8 1.724 1.067 1.223  0.022
H9 1.602 -1.248 0.405  0.009
H10 0.424 -2.532 0.001  0.110
H11 3.322 0.871 -3.109  0.138
H12 -0.802 -1.161 4.717  0.034
H13 -2.588 -1.752 4.433  0.030
H14 -1.082 -2.615 4.021  -0.029
H15 -3.841 -1.704 1.166  0.040
H16 -2.494 -1.863 0.154  0.011
H17 -2.843 -2.989 1.465  -0.012
H18 -1.402 1.567 2.473  0.016
H19 -2.278 0.931 0.992  0.004
H20 -3.016 0.959 2.772  0.035
H21 3.607 0.841 -0.501  0.099

---

Energetically preferred structure: 1 | next structure: +51.3 kJ/mol